Record 1
A molecular structure, C6H10O, computed with ωB97M-V/def2-TZVPD.

The geometry in XYZ format:
```
17
Properties=species:S:1:pos:R:3:forces:R:3:nbo_charge:R:1
C -0.4285 0.0147 1.3340 0.189 -0.099 -0.055 -0.044
H -0.0927 -0.4294 -2.4796 0.012 0.011 0.160 0.234
H -2.0841 0.4354 -1.1683 0.108 -0.052 0.095 0.247
H 0.8649 -1.7688 0.9861 -0.143 0.086 0.040 0.175
C -0.0126 -1.4092 1.5513 -0.038 -0.052 -0.031 -0.711
H 0.2500 -1.4701 2.6178 0.000 0.034 -0.139 0.252
H 0.5064 -1.3372 -1.0069 -0.081 0.163 -0.046 0.214
H 1.1519 2.0339 -1.9244 -0.135 0.061 0.011 0.472
C 0.6365 0.9070 0.6778 0.048 0.086 -0.028 -0.507
H 1.6555 0.5042 0.7742 -0.148 0.039 -0.009 0.192
C 0.1371 0.8983 -0.7547 -0.064 -0.222 0.266 0.239
H 0.6198 1.9252 1.0826 -0.012 -0.148 -0.053 0.225
H -0.8446 -2.1046 1.4028 0.093 0.106 0.083 0.231
C -0.0036 -0.4576 -1.3958 0.108 -0.118 -0.072 -0.454
C -1.1557 0.1617 -0.6746 -0.058 0.090 -0.089 -0.334
O 0.2578 2.0257 -1.5591 0.215 0.046 -0.103 -0.690
H -1.4581 0.0708 0.5366 -0.095 -0.031 -0.031 0.258
```
Positions in Å, forces in eV/Å.

The relative energy (zero: lowest compared OMol25 entry of this formula, charge and spin) is 479.3 kJ/mol. The HOMO energy comes out at -7.69 eV. The total charge is 0. Its frontier orbital gap is 8.591 eV.

Record 2
C6H10O in the gas phase, computed with ωB97M-V/def2-TZVPD.

The geometry in XYZ format:
```
17
Properties=species:S:1:pos:R:3:forces:R:3:nbo_charge:R:1
C 0.7125 -0.3399 -0.3184 -0.058 -0.017 0.102 -0.598
H 0.6800 -1.1397 2.4224 0.011 0.000 -0.073 0.296
C -1.8550 0.0040 -0.2997 -0.201 -0.144 -0.186 -0.116
H -1.9687 -1.0610 -0.1158 0.000 0.164 -0.010 0.215
O -1.2166 0.7350 0.7485 -0.007 0.126 0.204 -0.509
H 2.2882 -1.1161 1.6598 -0.125 -0.061 -0.076 0.189
C -0.5108 0.5536 -0.4803 0.094 0.018 -0.211 0.220
C 0.4106 -1.5197 0.5427 0.334 0.155 0.098 0.202
H -1.2078 2.4415 -1.2147 0.125 -0.100 -0.018 0.226
C -0.3200 1.8079 -1.2988 0.002 0.015 0.004 -0.625
C 1.3263 -1.6548 1.6784 0.058 -0.106 -0.150 -0.789
H 1.5734 0.2860 -0.0132 -0.143 -0.089 0.040 0.180
H 0.9683 -0.7825 -1.2976 -0.058 0.032 0.112 0.265
H 1.4354 -2.6777 2.0505 -0.061 0.155 -0.015 0.237
H -0.1627 1.5639 -2.3557 -0.003 0.010 0.155 0.215
H -2.6983 0.5184 -0.7609 0.139 -0.058 0.046 0.178
H 0.5453 2.3808 -0.9472 -0.106 -0.099 -0.022 0.214
```
Positions in Å, forces in eV/Å.

The relative energy (zero: lowest compared OMol25 entry of this formula, charge and spin) is 403.2 kJ/mol. The HOMO energy comes out at -8.29 eV. The total charge is 0. Its frontier orbital gap is 8.651 eV.

Record 3
C6H10O in the gas phase, computed with ωB97M-V/def2-TZVPD.

The geometry in XYZ format:
```
17
Properties=species:S:1:pos:R:3:forces:R:3:nbo_charge:R:1
H 0.1484 -0.6407 1.6332 0.004 0.143 -0.104 0.169
C 2.2314 -0.1694 -0.1045 0.152 -0.072 -0.039 -0.611
H 1.9313 -0.8742 -0.8893 0.058 0.101 0.097 0.202
C -0.9249 -0.8371 -0.2114 0.231 -0.233 0.139 -0.304
O -1.1584 0.9020 1.0969 0.251 0.110 -0.684 -0.596
C 1.0806 0.7509 0.2678 0.178 0.024 -0.070 -0.417
C -0.1159 -0.0136 0.7642 0.528 0.031 -0.169 0.108
H 3.0853 0.4020 -0.4753 -0.035 -0.101 0.023 0.215
H 1.3717 1.4573 1.0554 0.017 -0.080 -0.101 0.213
H -1.5735 1.0130 -1.4168 0.053 -0.161 0.025 0.239
H 2.5645 -0.7544 0.7607 -0.023 0.076 -0.121 0.203
H 0.7630 1.3539 -0.5918 0.081 -0.084 0.100 0.202
H -2.3603 0.1402 1.3152 -2.060 -1.250 -0.063 0.368
C -1.8078 -0.0083 -1.1293 -0.217 0.192 0.045 -0.450
H -0.7404 -1.8826 -0.4435 -0.159 0.153 0.075 0.227
C -2.2040 -0.2374 0.2750 0.982 1.063 0.523 -0.008
H -2.2907 -0.6016 -1.9064 -0.041 0.088 0.325 0.240
```
Positions in Å, forces in eV/Å.

As for the SMILES: CC[C@H]1O[C@H]2C[C@H]21. The relative energy (zero: lowest compared OMol25 entry of this formula, charge and spin) is 437.8 kJ/mol. The HOMO energy comes out at -9.15 eV. The total charge is 0. Its frontier orbital gap is 10.243 eV.